Formula: C22H39Cl3CuN3O3Si
Source: OMol25
Level of theory: the ωB97M-V functional and the def2-TZVPD basis

Its charge is -1. As for the expectation value of S²: 0.75. The max |F| is 2.5 eV/Å. As for the energy: -4562.4199 Eh. The HOMO-LUMO gap (alpha / beta) is 7.8685 / 7.9458 eV. Its spin multiplicity is 2. The energy above the lowest of the compared OMol25 structures with the same formula, charge and spin comes out at 0.4178 eV.

Structure (XYZ):
```
72
C22H39Cl3CuN3O3Si | OMol25 | the ωB97M-V functional and the def2-TZVPD basis
C 2.4055 -2.5179 -6.8934
C 1.9597 -1.6307 -8.0116
H 2.0160 -3.5359 -7.0419
H 2.0690 -2.1241 -5.9199
H 3.5067 -2.5923 -6.8619
C 1.8729 -2.0501 -9.2864
C 2.1325 -3.4525 -9.7153
H 1.6354 -1.3431 -10.0850
H 1.5302 -4.1655 -9.1346
H 3.1871 -3.7550 -9.6268
H 1.8588 -3.5858 -10.7657
Cu 1.4464 -0.2245 -1.7236
Cl 2.5153 1.7294 -1.7702
Cl 2.2976 -1.0920 -3.5842
C -0.3016 2.7145 -2.0470
O -0.8656 1.6354 -1.8966
N -0.8677 3.7863 -2.6427
C -2.1933 3.6290 -3.2086
C -0.1304 5.0126 -2.8860
H 0.7377 2.9009 -1.7119
H -2.8774 3.2360 -2.4550
H -2.2071 2.9569 -4.0732
H -2.5482 4.6111 -3.5318
H 0.6463 5.0853 -2.1158
H -0.8057 5.8720 -2.8201
H 0.3502 5.0194 -3.8773
H -0.1261 -4.5557 -1.1835
H -0.5354 -3.0178 -3.4648
C -1.2013 -4.7255 -1.3502
C -1.5886 -3.2699 -3.2790
N -1.8228 -3.5291 -1.8858
H -1.6684 -4.9544 -0.3873
C -2.2813 -2.5378 -1.0732
O -2.7149 -1.4369 -1.4238
H -2.2303 -2.4530 -3.6159
H -2.2549 -2.8317 -0.0047
H -1.3303 -5.5373 -2.0760
H -1.8138 -4.1836 -3.8337
O 0.5908 -0.3464 -6.5664
C 1.5573 -0.2114 -7.6133
C -0.1312 0.2882 -9.4417
C 1.0459 0.6373 -8.7750
H -0.6392 -0.6466 -9.1820
C -0.6657 1.1536 -10.3944
H 2.4394 0.2679 -7.1462
C 1.7324 1.8144 -9.1116
H -1.6301 0.9204 -10.8312
C 0.0211 2.3125 -10.7582
C 1.2282 2.6338 -10.1221
H 2.6548 2.0643 -8.5688
H -0.4056 2.9893 -11.4981
H 1.7590 3.5578 -10.3617
Si -0.7200 0.5594 -5.9398
Cl 0.5950 -2.2272 -1.0936
C -2.3067 0.2066 -6.9077
C -0.2816 2.3657 -6.1208
C -0.8675 -0.1660 -4.2671
H -2.3196 0.7208 -7.8776
H -3.1642 0.5746 -6.3226
H -2.4635 -0.8666 -7.0842
H -0.7566 -1.2432 -4.3568
H -1.8070 0.0599 -3.7664
H -0.0479 0.1378 -3.6162
H 0.1172 2.5666 -7.1298
H 0.5033 2.6042 -5.3848
H -1.1490 3.0240 -5.9582
C -0.8251 1.0057 2.1347
C -0.0533 0.6960 0.9567
N 0.6397 0.4268 0.0693
H -1.6973 1.6098 1.8973
H -0.2160 1.5652 2.8401
H -1.1642 0.1024 2.6349
```